Record 1
{"formula": "C37H34GeN4Ru", "method": "ωB97M-V/def2-TZVPD", "elements": ["Ru", "C", "N", "C", "C", "C", "C", "C", "C", "N", "C", "C", "C", "C", "C", "C", "N", "C", "C", "C", "C", "C", "N", "H", "H", "H", "H", "H", "H", "H", "H", "H", "H", "H", "H", "H", "H", "H", "H", "H", "H", "C", "Ge", "C", "C", "C", "C", "C", "C", "C", "C", "C", "C", "C", "C", "C", "C", "C", "C", "C", "C", "H", "H", "H", "H", "H", "H", "H", "H", "H", "H", "H", "H", "H", "H", "H", "H"], "xyz": [[0.511, 0.460, -1.400], [3.554, 0.431, -1.202], [2.336, -0.142, -0.556], [2.210, 0.309, 0.851], [1.672, 1.712, 0.903], [2.109, 2.653, 1.812], [1.461, 3.880, 1.875], [0.398, 4.116, 1.028], [0.033, 3.132, 0.122], [0.661, 1.962, 0.047], [2.305, -1.618, -0.683], [1.857, -1.995, -2.072], [2.365, -3.088, -2.746], [1.845, -3.419, -3.989], [0.834, -2.640, -4.517], [0.383, -1.551, -3.790], [0.884, -1.227, -2.599], [3.222, 1.481, -2.223], [4.200, 2.242, -2.845], [3.820, 3.158, -3.808], [2.474, 3.287, -4.119], [1.563, 2.498, -3.448], [1.927, 1.610, -2.517], [4.216, 0.844, -0.439], [4.105, -0.375, -1.690], [1.478, -0.347, 1.327], [3.158, 0.216, 1.389], [2.930, 2.421, 2.477], [1.775, 4.630, 2.588], [-0.153, 5.045, 1.058], [-0.793, 3.268, -0.563], [3.271, -2.069, -0.439], [1.561, -1.988, 0.025], [3.152, -3.679, -2.296], [2.226, -4.272, -4.534], [0.392, -2.863, -5.478], [-0.410, -0.914, -4.156], [5.240, 2.114, -2.575], [4.562, 3.765, -4.310], [2.133, 3.990, -4.866], [0.500, 2.563, -3.641], [-1.278, -0.170, -0.843], [-1.888, -0.547, 0.947], [-0.665, -1.958, 1.575], [0.106, -1.982, 2.735], [0.967, -3.042, 3.007], [1.052, -4.115, 2.132], [0.262, -4.128, 0.987], [-0.576, -3.058, 0.714], [-1.922, 1.117, 1.991], [-1.064, 1.490, 3.021], [-1.219, 2.705, 3.682], [-2.238, 3.572, 3.318], [-3.100, 3.221, 2.286], [-2.940, 2.007, 1.634], [-3.691, -1.296, 1.022], [-4.297, -1.548, 2.253], [-5.575, -2.084, 2.322], [-6.269, -2.375, 1.154], [-5.681, -2.129, -0.078], [-4.400, -1.592, -0.140], [-2.018, -0.269, -1.648], [0.039, -1.178, 3.459], [1.555, -3.036, 3.917], [1.711, -4.946, 2.351], [0.299, -4.974, 0.311], [-1.180, -3.080, -0.189], [-0.258, 0.837, 3.336], [-0.547, 2.966, 4.491], [-2.367, 4.512, 3.841], [-3.907, 3.885, 2.002], [-3.637, 1.738, 0.846], [-3.769, -1.321, 3.174], [-6.031, -2.273, 3.285], [-7.266, -2.792, 1.206], [-6.219, -2.354, -0.990], [-3.952, -1.407, -1.111]], "atomic_forces_ev_per_a": [[-1.057, -0.079, -0.206], [-0.069, -0.033, 0.013], [0.218, -0.149, 0.194], [-0.020, -0.019, -0.077], [0.004, -0.002, 0.031], [0.022, -0.007, 0.062], [0.069, 0.005, 0.049], [-0.067, 0.048, -0.078], [-0.084, 0.090, -0.039], [0.088, -0.147, -0.018], [-0.038, 0.058, -0.002], [0.031, -0.070, 0.019], [0.010, -0.046, 0.041], [0.073, -0.070, 0.010], [-0.095, 0.050, -0.047], [-0.059, -0.006, -0.064], [0.055, 0.115, 0.045], [-0.021, -0.014, 0.005], [0.048, -0.029, 0.032], [0.032, 0.021, -0.017], [-0.055, 0.017, -0.028], [0.020, 0.042, -0.029], [0.200, 0.157, 0.006], [0.012, 0.000, 0.012], [-0.012, -0.012, -0.028], [0.029, 0.004, 0.012], [0.023, 0.026, 0.003], [-0.005, -0.001, -0.016], [0.002, -0.007, -0.008], [0.003, -0.019, -0.004], [-0.007, 0.010, -0.002], [0.032, -0.001, -0.017], [0.024, -0.002, -0.008], [-0.004, 0.009, -0.003], [-0.007, 0.008, 0.013], [0.003, 0.008, 0.012], [0.005, 0.015, -0.025], [-0.009, 0.001, -0.005], [-0.006, -0.010, 0.006], [0.004, -0.007, 0.011], [-0.024, 0.010, -0.012], [0.669, 0.287, 0.123], [-0.066, 0.031, 0.063], [-0.036, -0.035, -0.055], [0.007, 0.020, 0.076], [-0.012, -0.028, -0.008], [-0.022, 0.029, -0.001], [0.020, 0.005, 0.017], [-0.024, -0.015, 0.010], [-0.084, -0.014, -0.001], [0.072, -0.022, 0.054], [-0.021, -0.012, 0.003], [-0.001, -0.028, -0.018], [0.031, 0.013, 0.024], [-0.029, -0.006, 0.021], [-0.014, 0.050, -0.048], [0.010, 0.008, 0.025], [0.001, -0.003, -0.008], [0.017, 0.008, -0.003], [-0.003, -0.001, 0.012], [0.006, -0.021, 0.001], [0.126, -0.237, -0.081], [-0.010, -0.021, -0.034], [0.000, -0.003, -0.013], [-0.005, 0.005, 0.002], [0.000, 0.005, 0.009], [0.011, 0.005, 0.009], [-0.026, 0.017, -0.033], [-0.011, 0.002, -0.009], [-0.002, -0.010, -0.002], [0.015, -0.005, 0.000], [0.016, 0.002, 0.018], [-0.009, 0.000, -0.016], [0.007, 0.004, -0.012], [0.007, 0.003, -0.002], [0.007, 0.002, 0.010], [-0.013, 0.004, 0.015]], "s_squared": 0.832, "orbital_gap_ev": [6.97, 7.28], "e_homo_ev": [-9.3062, -9.8421], "spin_multiplicity": 2, "charge": 1, "molar_mass_g_mol": 708.39, "e_lumo_ev": [-2.3356, -2.5573]}

***

Record 2
{"formula": "C37H34N7O3RuS", "method": "ωB97M-V/def2-TZVPD", "elements": ["Ru", "C", "C", "N", "C", "C", "C", "S", "N", "C", "O", "C", "C", "C", "C", "C", "C", "H", "H", "H", "H", "H", "H", "H", "H", "H", "H", "H", "H", "H", "H", "H", "C", "O", "C", "C", "C", "C", "C", "C", "C", "N", "C", "C", "N", "C", "C", "C", "C", "N", "C", "C", "N", "C", "C", "C", "C", "H", "H", "H", "H", "H", "H", "H", "H", "H", "H", "H", "H", "H", "H", "O", "N", "C", "C", "C", "C", "C", "H", "H", "H", "H", "H"], "xyz": [[1.151, -2.171, -0.536], [-1.733, 2.562, -1.585], [-0.193, 2.232, -1.342], [0.405, 1.614, -2.525], [0.793, 2.596, -3.577], [0.041, 2.295, -4.879], [0.847, 0.332, -2.503], [-0.157, -0.790, -1.519], [1.755, -0.180, -3.324], [2.377, -1.330, -3.168], [2.568, -1.976, -2.000], [3.021, -1.914, -4.375], [2.544, -1.361, -5.577], [2.667, -1.954, -6.817], [3.069, -3.258, -6.877], [3.581, -3.753, -5.690], [3.736, -3.103, -4.505], [-1.956, 3.409, -2.245], [-2.078, 2.797, -0.616], [-2.227, 1.621, -1.911], [-0.114, 1.548, -0.452], [0.464, 3.104, -1.122], [1.872, 2.511, -3.758], [0.480, 3.570, -3.154], [-0.153, 3.159, -5.523], [-0.884, 1.811, -4.823], [0.722, 1.654, -5.478], [2.001, -0.397, -5.536], [2.243, -1.502, -7.714], [2.998, -3.791, -7.816], [3.748, -4.813, -5.668], [4.238, -3.640, -3.599], [-4.206, 6.625, 7.613], [-3.626, 5.437, 8.223], [-3.129, 4.394, 7.441], [-3.834, 3.108, 7.264], [-3.287, 2.130, 6.501], [-1.909, 2.313, 6.041], [-1.265, 3.484, 6.344], [-1.771, 4.501, 7.087], [-1.217, 1.267, 5.309], [-1.718, 0.156, 4.744], [-0.738, -0.367, 3.972], [0.386, 0.565, 3.861], [0.022, 1.531, 4.696], [1.288, 0.498, 2.735], [2.310, 1.415, 2.470], [2.992, 1.343, 1.237], [2.808, 0.242, 0.378], [1.841, -0.659, 0.673], [1.164, -0.644, 1.875], [0.105, -1.559, 2.052], [0.007, -2.548, 1.090], [-0.935, -3.553, 1.166], [-1.840, -3.543, 2.237], [-1.737, -2.564, 3.247], [-0.827, -1.515, 3.126], [-4.906, 7.236, 8.368], [-4.774, 6.301, 6.682], [-3.317, 7.294, 7.404], [-4.892, 3.071, 7.677], [-3.817, 1.264, 6.235], [-0.233, 3.614, 5.880], [-1.193, 5.427, 7.340], [0.673, 2.309, 4.980], [2.566, 2.235, 3.199], [3.586, 2.216, 0.943], [3.443, -0.008, -0.458], [-1.091, -4.248, 0.274], [-2.602, -4.375, 2.289], [-2.321, -2.750, 4.132], [0.792, -4.070, -1.335], [0.368, -4.188, -2.609], [1.104, -5.049, -3.349], [0.824, -5.114, -4.708], [-0.348, -4.527, -5.252], [-1.205, -3.804, -4.345], [-0.783, -3.532, -3.073], [1.777, -5.665, -2.752], [1.646, -5.461, -5.371], [-0.670, -4.833, -6.220], [-2.176, -3.546, -4.628], [-1.165, -2.735, -2.466]], "atomic_forces_ev_per_a": [[2.955, -2.370, -1.402], [1.736, -0.909, -0.157], [-0.706, -0.185, -0.082], [0.396, 0.672, -0.155], [-1.037, -0.698, 0.391], [2.327, 0.399, -1.394], [0.559, -1.270, -0.037], [-1.742, 1.854, -1.229], [-0.892, 1.653, 0.713], [1.284, -0.892, 0.065], [-0.837, 0.444, 0.372], [-1.347, 1.046, -0.082], [-0.322, 1.554, -0.426], [-0.965, 0.543, -0.356], [0.421, 0.214, 0.304], [0.575, -2.281, -1.119], [0.105, -0.599, 2.828], [0.301, -0.378, -0.038], [-0.878, 0.422, 1.104], [0.286, 0.746, 0.037], [-0.098, 0.562, -0.952], [-0.828, -0.237, 0.086], [-0.192, 0.377, 0.162], [0.556, -0.397, -0.392], [0.316, 0.263, 0.352], [-1.377, -0.875, 0.761], [-0.597, 0.138, 0.173], [0.460, -0.750, 0.132], [0.206, 0.252, 0.321], [0.130, -0.372, 0.287], [0.898, -0.468, -0.120], [-1.175, 1.085, -1.735], [-0.015, 0.606, 0.117], [-0.967, -0.732, 0.068], [0.419, -0.580, 1.118], [-1.233, 3.403, 0.702], [2.999, 0.843, -0.378], [-2.336, -0.746, 0.981], [3.041, -0.524, -1.591], [-1.727, 1.533, 0.458], [0.597, -0.468, -3.062], [0.520, 0.294, 1.784], [1.498, 1.691, -0.651], [-2.469, -3.180, -1.123], [1.100, 2.741, 2.233], [0.605, -0.997, 1.015], [0.447, 0.889, -0.723], [-0.323, 0.270, 0.546], [-1.065, 0.016, 1.318], [1.209, -0.479, 1.385], [-0.181, 2.773, -0.640], [-1.027, -1.996, -0.260], [-1.120, -0.943, 0.696], [-0.340, 1.464, -0.547], [0.123, -0.654, 0.188], [-0.123, -1.323, -0.978], [0.589, 0.047, -0.421], [1.532, -1.920, -1.525], [0.654, 0.795, 1.119], [-1.243, -0.482, -0.274], [1.502, -0.106, -0.647], [-0.516, -1.125, -0.127], [-1.338, 0.046, 1.059], [-0.700, -1.060, -0.354], [-1.305, -1.291, -0.511], [-0.501, -0.883, -1.025], [0.280, -0.801, 0.122], [-0.243, 0.349, -0.370], [0.791, 1.086, 1.457], [1.011, 1.156, 0.109], [-0.316, 0.663, 0.183], [-0.809, 0.541, 0.184], [-0.654, 0.176, -0.186], [-1.287, 0.937, -0.032], [0.339, 0.621, -1.136], [0.093, -0.364, 3.169], [2.159, -1.672, -1.138], [2.294, -1.144, 0.134], [0.245, 0.540, -0.529], [-1.156, -0.475, 0.514], [-0.050, 0.395, -0.730], [-1.165, 0.859, -0.566], [-0.360, -0.331, 0.453]], "s_squared": 6.047, "orbital_gap_ev": [3.42, 5.94], "e_homo_ev": [-6.9769, -10.0833], "spin_multiplicity": 5, "charge": 1, "molar_mass_g_mol": 757.86, "e_lumo_ev": [-3.5537, -4.1420]}